No. 1
14
Properties=species:S:1:pos:R:3:forces:R:3 method="wB97M-V/def2-TZVPD" charge=0 homo_ha=-0.370 gap_ev=10.7
C -1.4559 -0.8104 -0.5953 5.2 1.5 -1.0
C -0.6280 -0.3168 0.5825 -2.2 -0.1 1.6
C -0.4249 1.1867 0.2799 1.9 -2.1 -3.4
C 1.0570 0.5850 0.0036 0.9 5.1 -2.4
H -2.4464 -0.5100 -0.6266 -1.8 0.8 0.2
H -1.3416 -1.8753 -0.5823 0.0 -0.6 -1.1
H -0.7098 -0.0610 -1.3966 -2.9 -3.3 1.0
H -0.9830 -0.5296 1.6583 0.8 -0.1 -1.8
H -0.3336 1.8227 1.0315 0.4 2.4 4.0
H -1.1291 1.7942 -0.4443 1.7 -2.0 0.7
N 2.3707 0.8466 -0.3781 -3.0 2.0 1.1
N 2.9592 -0.2394 -0.1059 0.0 -3.9 -0.3
N 2.1519 -1.2663 0.2377 0.1 1.2 0.6
N 0.9134 -0.6263 0.3355 -1.2 -1.0 0.7



No. 2
14
Properties=species:S:1:pos:R:3:forces:R:3 method="wB97M-V/def2-TZVPD" charge=0 smiles=N[C@@H]1Cc2[nH]nnc21 homo_ha=-0.334 gap_ev=9.8
N 2.4351 -0.5923 0.6603 -4.5 -1.5 3.6
C 1.6249 -0.0815 -0.4144 -2.3 -2.3 -1.4
C 0.8958 1.3377 -0.3630 2.8 2.2 2.7
C -0.3985 0.6754 -0.0875 1.2 -1.0 0.0
N -1.6331 0.7806 0.5373 2.5 -0.7 -3.5
N -2.2316 -0.4649 0.1144 1.9 -1.3 0.2
N -1.3003 -1.2978 -0.3175 -0.2 1.5 0.9
C 0.0133 -0.6004 -0.4284 -4.2 2.5 1.3
H 1.5980 -0.3062 1.4447 3.5 -1.5 -1.3
H 2.3296 -1.7632 0.5908 0.4 4.2 0.3
H 2.0949 -0.6115 -1.1974 0.4 1.1 -2.3
H 1.1313 2.1197 -1.1616 -0.8 -1.4 0.7
H 1.1784 1.8698 0.6293 0.3 -0.6 -1.5
H -2.0362 1.7243 0.4923 -0.9 -1.1 0.1



No. 3
14
Properties=species:S:1:pos:R:3:forces:R:3 method="wB97M-V/def2-TZVPD" charge=0 smiles=N#CC1(C#N)CN1.N homo_ha=-0.374 gap_ev=10.8
N -3.0567 0.6689 -0.9612 0.4 0.2 0.0
C -2.1022 0.2944 -0.4432 0.2 -0.4 0.6
C -1.0197 -0.4132 0.3037 -2.6 1.4 -0.4
C -0.2053 -1.1616 -0.5571 1.3 -1.3 -0.6
N 0.4331 -1.9221 -1.1294 0.1 0.1 -0.3
C -0.5330 0.0156 1.6207 -1.2 1.4 1.5
N -1.5403 -1.0677 1.5034 1.3 -0.4 0.7
H 0.5213 -0.0808 1.8326 0.1 -0.7 0.0
H -0.9724 0.9107 2.1573 0.5 -1.0 -1.2
H -1.1617 -2.0216 1.6472 -0.1 0.8 -0.4
N 2.4762 1.0037 -1.3312 -1.3 1.8 2.2
H 3.2248 1.5518 -1.6673 1.3 0.0 -1.0
H 2.0550 0.4111 -2.0258 -0.3 0.4 -0.2
H 1.8807 1.8106 -0.9496 0.3 -2.2 -1.0



No. 4
15
Properties=species:S:1:pos:R:3:forces:R:3 method="wB97M-V/def2-TZVPD" charge=0 homo_ha=-0.302 gap_ev=7.3
C 2.3303 0.8917 0.3857 -0.2 2.4 1.9
C 0.0882 -0.6005 0.0282 3.8 0.7 -1.8
C -2.2146 -0.9031 0.0973 1.8 0.3 0.3
C -2.2753 0.6454 0.0652 -0.8 -6.5 -0.1
H 1.0372 0.8860 1.1002 5.0 0.2 -1.9
H 2.4021 1.8799 -0.4393 0.0 -2.8 3.1
H 3.5645 0.8243 1.6391 -2.8 0.5 -3.2
H 3.3434 -0.8670 0.0404 -2.8 0.6 -1.6
H -3.3148 -1.4283 -0.0116 3.4 0.8 0.7
H -3.1020 1.1428 0.2151 -5.2 1.6 0.8
N 2.4292 -0.3822 -0.3625 3.5 2.6 2.5
N 1.3548 -1.0545 -0.2563 -7.2 -2.4 1.8
N -0.9896 -1.4774 0.2502 -3.3 2.2 -1.9
N -1.4266 1.4756 -0.1336 5.6 1.9 -0.8
O -0.1346 0.9290 -0.3108 -0.8 -2.1 -0.1



No. 5
15
Properties=species:S:1:pos:R:3:forces:R:3 method="wB97M-V/def2-TZVPD" charge=+2 homo_ha=-0.606 gap_ev=8.1
C 1.2871 0.0086 -1.9575 -0.4 -0.4 3.1
C 1.9051 -0.2176 -4.3610 -2.8 0.2 8.7
C 0.7400 -1.6051 2.2124 -0.5 0.8 -1.4
C 1.9534 -0.6339 -0.9568 0.3 0.3 -1.5
N 1.5574 -0.1652 -3.2263 3.1 -0.7 -7.4
N 0.1616 -0.7971 1.6054 1.6 -2.9 3.5
N -0.3659 0.0307 0.8724 -1.0 1.7 -2.3
N -1.2477 0.9440 1.5476 0.6 1.0 2.6
S 2.9289 -1.3604 -0.0424 -0.2 0.2 -0.1
H 0.4471 0.6391 -1.7899 -0.5 0.4 0.5
H 2.0655 -0.0913 -5.3363 0.9 0.1 -3.8
H 1.3609 -2.4118 2.5570 -0.3 0.0 0.4
H -1.0117 1.8679 1.1642 -0.2 0.0 0.3
H -1.2144 1.0221 2.6424 0.4 -0.3 -2.1
H -2.2149 0.7665 1.3405 -0.9 -0.4 -0.4



No. 6
19
Properties=species:S:1:pos:R:3:forces:R:3 method="wB97M-V/def2-TZVPD" charge=+1 multiplicity=3 homo_ha="-0.484 / -0.575" gap_ev="8.5 / 6.2"
C -0.1589 0.3705 -2.1103 1.2 0.7 0.3
C -0.7515 0.8250 -0.8713 0.4 -0.5 2.9
C 1.2511 -0.0754 -2.3264 -1.8 -1.8 -0.4
C -0.1762 -0.3059 2.5003 0.2 0.2 2.2
N -1.0495 0.5689 -3.0086 1.0 -0.3 -1.0
N -2.0066 1.2337 -1.1054 0.8 0.3 -0.3
N -0.2531 0.7457 0.4644 3.6 3.0 -9.8
N 0.8134 -1.4633 2.1339 -3.6 2.5 1.7
N -0.9508 0.2907 1.3991 1.6 -4.0 8.4
O 1.6940 -0.9889 1.4995 3.0 -0.4 -2.3
O 0.6334 -2.5069 2.6408 0.5 -1.7 0.0
O -2.1538 0.2488 1.4115 -5.2 0.1 -0.8
O -2.0826 1.1577 -2.4104 -2.4 0.3 0.4
H 1.2234 -1.2064 -2.4576 0.4 1.4 0.1
H 1.6406 0.3968 -3.2227 0.3 0.0 0.2
H 1.7152 0.1747 -1.4030 1.3 0.1 0.3
H -0.7377 -0.5879 3.4447 -0.1 0.2 -1.8
H 0.5670 0.4252 2.8368 -0.2 0.1 -0.1
H 0.7825 0.6971 0.5849 -0.8 -0.2 0.0



No. 7
12
Properties=species:S:1:pos:R:3:forces:R:3 method="wB97M-V/def2-TZVPD" charge=+1 homo_ha=-0.598 gap_ev=10.2
C 0.2444 0.8902 0.6272 -0.9 -0.2 0.4
C -1.0303 0.0183 -0.6438 -2.3 -0.9 -2.9
C -1.0820 1.3986 0.0433 0.1 0.6 0.6
C 1.1515 -1.3629 -0.1179 1.9 -0.4 2.1
N 0.2662 -0.2435 -0.0072 -0.3 0.4 0.1
O -1.6815 -0.6609 -1.3928 1.8 1.6 2.1
H 0.7742 1.1572 1.5502 0.5 0.1 -0.8
H -1.7765 1.4026 0.9134 -0.1 0.2 -0.8
H -1.1767 2.3727 -0.5766 0.4 -1.8 1.0
H 2.0706 -1.1330 0.4768 -0.7 -0.1 -0.5
H 1.4510 -1.5137 -1.1150 0.2 0.1 -1.4
H 0.7893 -2.3257 0.2424 -0.7 0.4 0.2



No. 8
12
Properties=species:S:1:pos:R:3:forces:R:3 method="wB97M-V/def2-TZVPD" charge=+1 homo_ha="-0.541 / -0.541" gap_ev="8.6 / 8.6"
C 0.6020 -1.1574 -0.0142 2.2 1.1 -0.1
C -0.3602 -2.0034 -0.0537 -0.3 2.5 0.4
C 0.5080 0.4175 0.0881 -1.0 -0.5 -1.5
C -0.9659 0.8779 -0.0678 -1.5 3.5 0.6
N -1.8932 -0.2084 0.0196 0.7 -3.7 0.0
O -3.0620 -0.1886 0.0910 0.9 0.8 -0.2
H 1.7518 -1.3061 -0.2012 -2.3 -0.8 0.6
H -0.9277 -2.8953 0.0517 -0.3 -0.4 -0.2
H 0.8846 0.8311 1.0265 0.2 -0.6 -0.1
H 1.2084 0.6820 -0.7432 -1.0 0.5 0.7
H -1.3369 1.5707 0.7945 1.0 -1.1 -1.0
H -1.3686 1.5612 -0.9238 1.3 -1.4 0.8



No. 9
12
Properties=species:S:1:pos:R:3:forces:R:3 method="wB97M-V/def2-TZVPD" charge=+1 smiles="C=CCC=[N+]=O" homo_ha="-0.547 / -0.547" gap_ev="7.3 / 7.3"
C -0.1641 -0.1312 -1.8044 -2.1 2.1 1.4
C -0.4350 -0.7954 -0.6886 1.7 1.6 -0.6
C -0.8162 -0.1189 0.5598 0.9 -3.5 1.0
C 0.3171 0.7468 1.1246 -2.8 1.3 0.3
N 1.4674 0.4396 1.3097 0.7 -0.8 -0.6
O 2.5169 0.0276 1.2040 1.3 -0.2 0.3
H -0.5611 0.9317 -1.8173 0.7 -1.3 -0.7
H 0.3050 -0.5789 -2.6166 0.7 -0.5 -1.4
H 0.0937 -1.6650 -0.4683 0.3 -2.1 -0.3
H -1.6684 0.4558 0.5466 -1.8 1.5 -0.1
H -0.9802 -1.0174 1.2144 0.0 1.4 0.3
H -0.0752 1.7054 1.4362 0.6 0.5 0.3



No. 10
12
Properties=species:S:1:pos:R:3:forces:R:3 method="wB97M-V/def2-TZVPD" charge=+1 homo_ha="-0.513 / -0.513" gap_ev="8.2 / 8.2"
C 0.6220 -0.9174 0.7232 1.3 1.2 2.1
C -0.5739 -0.5392 1.2599 0.8 0.2 -2.5
C 0.0150 0.2731 -1.1501 -0.4 -1.7 1.8
C -0.8733 1.1511 -0.3238 0.4 -0.2 0.5
N 1.1447 -0.2338 -0.3109 -1.7 0.4 -0.6
O -1.1981 0.6013 0.7755 -0.2 0.7 0.3
H 1.2829 -1.4266 1.4574 -0.4 -0.2 -1.1
H -0.9767 -0.9487 2.1140 -1.1 -0.5 1.5
H -0.5597 -0.6500 -1.3889 -0.2 0.6 -0.1
H 0.2532 0.7542 -2.0106 1.3 1.2 -2.5
H -1.2480 2.2157 -0.5274 0.5 -1.8 0.4
H 2.1121 -0.2796 -0.6183 -0.4 0.1 0.1



No. 11
12
Properties=species:S:1:pos:R:3:forces:R:3 method="wB97M-V/def2-TZVPD" charge=+1 homo_ha=-0.579 gap_ev=11.2
C 0.7631 -0.5562 0.5400 3.1 -0.9 -0.8
C 2.6127 0.5464 -0.3789 0.6 -0.5 -1.7
C 2.1699 -0.5594 0.1822 -2.3 2.0 0.7
C -3.0261 0.4317 -0.2372 -2.1 -0.8 -0.3
N -0.3465 -0.6130 0.7160 -2.8 -0.3 0.7
O -2.8510 -0.6726 0.2236 0.6 -0.8 0.9
H 3.6664 0.4920 -0.6819 -0.5 0.9 0.2
H 1.8938 1.2438 -0.7779 0.4 0.7 0.1
H 2.8544 -1.2264 0.5441 1.0 -2.2 1.0
H -2.1432 1.0410 -0.3530 0.0 1.1 -0.3
H -4.1178 0.6586 -0.5143 1.8 0.4 0.1
H -1.4758 -0.7859 0.7373 0.3 0.4 -0.7



No. 12
12
Properties=species:S:1:pos:R:3:forces:R:3 method="wB97M-V/def2-TZVPD" charge=+1 homo_ha="-0.562 / -0.563" gap_ev="8.2 / 8.6"
C -0.3115 -1.0034 -0.6052 3.0 -0.7 -0.4
C 0.4927 -0.1055 1.1118 0.0 1.8 3.4
C 0.3593 -1.5097 0.7131 -1.1 -4.7 0.3
C -0.1537 1.5265 -0.6453 -1.8 0.9 -0.8
N -0.0210 0.3028 -0.0032 1.2 -1.0 1.2
O 0.5093 -2.6103 1.1739 0.2 2.4 -0.6
H 0.2955 -1.2104 -1.5195 -0.4 0.3 0.6
H -1.3250 -1.2175 -0.7768 -1.5 -0.1 0.1
H 0.7393 0.5342 2.9954 -0.3 -0.9 -3.6
H -0.8450 1.2602 -1.4793 0.1 1.2 0.6
H -0.5179 2.2120 0.1290 0.0 0.5 -0.8
H 0.7781 1.8210 -1.0939 0.5 0.3 0.0



No. 13
12
Properties=species:S:1:pos:R:3:forces:R:3 method="wB97M-V/def2-TZVPD" charge=+1 smiles="C=[N+](C)C=C=O" homo_ha=-0.524 gap_ev=9.0
C -0.8496 1.0558 -0.0497 0.4 1.6 -0.3
N 0.1933 0.2938 -0.0415 2.2 1.2 0.4
C 0.0736 -1.1368 -0.0834 -1.1 -0.4 -3.1
C 1.6627 0.7421 0.0988 -1.0 -1.2 -0.6
C 2.9257 0.1189 0.0950 -3.7 2.1 -0.8
O 4.0423 -0.0696 -0.0124 -0.1 -0.6 0.5
H -0.7875 2.2181 -0.1852 0.1 -2.4 0.6
H -1.8590 0.5760 0.0552 1.2 0.4 -0.4
H 0.0737 -1.4721 -1.2222 0.4 0.5 2.6
H 0.8590 -1.4070 0.5329 1.5 -1.8 0.7
H -0.8449 -1.4278 0.3588 -0.9 -0.4 0.3
H 1.6231 1.7952 0.0459 0.9 1.0 0.2



No. 14
12
Properties=species:S:1:pos:R:3:forces:R:3 method="wB97M-V/def2-TZVPD" charge=+1 homo_ha=-0.564 gap_ev=8.8
C -0.8686 -0.1603 0.0069 1.1 -1.5 1.2
C 0.1952 0.5580 -0.6573 3.0 0.6 -1.3
C -2.0294 -0.7467 -0.0398 -1.6 1.6 -1.5
C 1.5520 0.3305 0.1885 -0.4 0.0 -3.7
N 0.2170 -0.9041 1.5685 -1.7 1.7 -2.1
O 1.3035 -0.4462 1.3226 -0.1 -2.2 1.6
H 0.5004 0.2208 -1.6848 -0.8 -0.6 0.8
H 0.1281 1.6619 -0.9053 -0.6 -1.0 1.2
H -2.8039 -0.5952 -0.8869 1.7 -0.1 1.2
H -2.4898 -1.0723 0.8571 -0.1 -1.1 0.7
H 2.4616 -0.0649 -0.3703 -1.4 0.0 0.8
H 1.8338 1.2185 0.6007 1.0 2.7 1.0



No. 15
13
Properties=species:S:1:pos:R:3:forces:R:3 method="wB97M-V/def2-TZVPD" charge=-1 homo_ha=-0.116 gap_ev=7.4
C 3.3214 -0.1594 0.0757 -3.2 -1.2 -0.1
C 0.7259 0.5273 1.2298 0.4 0.5 -1.4
C 0.6533 0.6117 -0.3069 2.4 2.0 1.7
C -0.4296 0.3630 -1.2204 -3.8 -2.4 0.0
N 1.3969 -0.4165 0.3306 1.0 0.2 0.0
O 3.5185 0.9022 -0.3877 0.6 2.5 -0.5
O 3.7485 -1.2307 0.3023 1.6 -1.8 0.8
H 1.3987 1.3070 1.6755 -0.9 -0.5 0.0
H -0.1421 0.1770 1.8307 0.6 0.2 -0.3
H 1.2364 1.4737 -0.7707 -0.1 -0.8 1.1
H -0.7546 -0.7343 -1.1495 0.9 1.0 -0.6
H -0.0939 0.6352 -2.2410 -0.9 -0.1 0.4
H -1.4400 0.7570 -0.8350 1.4 0.5 -1.1



No. 16
13
Properties=species:S:1:pos:R:3:forces:R:3 method="wB97M-V/def2-TZVPD" charge=+1 homo_ha="-0.516 / -0.516" gap_ev="6.8 / 6.8"
C -1.0463 -0.4865 0.0713 1.4 1.8 1.1
C 1.1629 -0.4375 0.0404 6.5 3.1 0.0
C -0.5419 -1.8553 0.0834 0.9 0.4 2.1
C 0.0220 1.7945 -0.1095 4.5 1.3 -0.1
N -0.0041 0.3281 -0.0199 -2.3 -0.6 0.2
O 2.8288 0.5563 -0.0366 -5.6 -3.3 0.2
O 0.8985 -1.6818 0.1720 -0.3 0.9 -1.1
H -2.0367 -0.0570 0.1783 -0.2 -0.4 -0.3
H -0.7344 -2.6252 0.8207 -0.8 0.3 0.5
H -0.8698 -2.2245 -0.8219 -0.2 -1.4 -2.6
H -0.7574 2.3023 -0.5657 -1.9 -0.2 -1.7
H 1.0699 2.0528 -0.6695 -2.6 -0.7 1.5
H 0.0085 2.3338 0.8570 0.6 -1.1 0.1



No. 17
13
Properties=species:S:1:pos:R:3:forces:R:3 method="wB97M-V/def2-TZVPD" charge=+1 multiplicity=3 homo_ha="-0.518 / -0.549" gap_ev="9.2 / 5.9"
C 0.0630 0.8600 -0.2833 0.4 -1.4 1.1
C -1.3599 1.1356 -0.0363 1.5 5.0 -2.0
C 0.2663 -0.6313 0.0452 1.2 -0.6 -3.0
C 1.7251 -1.1326 0.1994 -0.1 1.2 -0.1
N -2.2724 0.2826 0.0772 -0.6 -2.8 0.7
O -3.3680 -0.1075 0.2420 -0.9 0.8 0.0
O -0.7261 -1.3265 0.0214 1.4 -0.4 0.6
H 0.2695 1.0492 -1.3996 0.0 0.0 1.6
H -1.5272 2.2306 -0.2633 -0.8 -0.8 0.8
H 0.6983 1.4280 0.4499 -0.5 0.3 -1.2
H 2.6870 -0.7574 -0.3220 -2.2 0.5 0.5
H 1.7796 -2.1736 0.0208 -0.4 -1.2 0.4
H 1.7649 -0.8569 1.2485 1.0 -0.5 0.7



No. 18
15
Properties=species:S:1:pos:R:3:forces:R:3 method="wB97M-V/def2-TZVPD" charge=-1 multiplicity=3 homo_ha="-0.048 / -0.190" gap_ev="5.1 / 6.4"
C -0.2334 0.6509 -1.3872 0.6 0.6 -0.8
C -1.2873 -0.3913 1.4589 -0.1 -0.8 -1.5
C -1.6483 0.1389 -1.1095 0.6 -1.0 1.6
C -1.1527 -0.8039 -0.0103 -6.5 -2.5 1.0
N 0.4932 -0.1229 -0.5479 4.1 2.7 -1.3
O -0.3256 0.2693 1.9285 1.1 0.8 0.2
O 0.1392 1.4862 -2.1842 0.0 0.1 -0.3
O -2.3093 -0.7370 2.0428 -0.2 0.0 0.3
Si 1.5091 0.3508 0.7978 -0.5 -0.2 0.3
H -2.3162 0.9182 -0.7417 0.2 0.1 0.0
H -2.1138 -0.3593 -1.9610 0.3 0.0 -0.1
H -1.1678 -1.8672 -0.2064 -0.2 0.0 0.1
H 2.7766 0.4413 -0.0223 0.2 0.0 -0.2
H 1.7885 -0.8677 1.5594 0.3 -0.1 0.4
H 1.4629 1.7008 1.3582 0.2 0.3 0.1



No. 19
12
Properties=species:S:1:pos:R:3:forces:R:3 method="wB97M-V/def2-TZVPD" charge=0 smiles="[H]/P=N/C=C/C=C" homo_ha=-0.321 gap_ev=8.4
H 4.7278 -0.2865 0.3983 0.2 -0.1 0.0
P 3.5149 -0.5241 -0.3060 0.3 -0.5 -0.3
N 2.7694 0.7182 0.2593 -4.1 1.1 -1.0
C 1.2283 0.8999 -0.2097 3.9 -0.7 1.5
C 0.3426 -0.0791 -0.0936 0.4 0.0 -0.1
C -1.0773 0.1295 -0.2410 -0.5 -0.1 0.0
C -1.9765 -0.8323 -0.0531 0.1 0.2 -0.1
H 1.0273 1.9342 -0.4130 -0.1 0.2 -0.1
H 0.6802 -1.0783 0.1554 0.0 0.0 0.1
H -1.3903 1.1381 -0.4748 -0.1 0.1 -0.1
H -3.0341 -0.6528 -0.1285 -0.2 0.1 -0.1
H -1.6714 -1.8374 0.1868 0.1 -0.2 0.1



No. 20
12
Properties=species:S:1:pos:R:3:forces:R:3 method="wB97M-V/def2-TZVPD" charge=+1 homo_ha="-0.531 / -0.531" gap_ev="8.4 / 8.4"
C -0.7528 -0.5996 -0.2030 -0.5 1.3 1.4
C -1.2053 0.3576 0.8324 0.2 0.2 0.1
C -2.1075 -0.7472 0.3831 -0.4 -0.4 -0.2
C 2.9064 0.7318 -0.6900 -1.8 -1.1 -0.3
N 0.0342 -1.0590 -1.0040 1.6 -0.4 -1.0
S 1.8743 -0.3471 -1.3927 0.8 0.5 0.1
H -0.7317 0.2834 1.8021 0.1 -0.1 0.0
H -1.4031 1.3709 0.5057 0.0 0.0 -0.1
H -2.9340 -0.5352 -0.2815 0.0 0.1 -0.1
H -2.2600 -1.6120 1.0169 0.1 0.0 0.1
H 3.8889 0.8018 -1.1342 0.2 0.0 -0.2
H 2.6905 1.3546 0.1653 -0.1 0.0 0.2